one:
Here is an isolated ion of composition C5H14N2 and charge -1 from the Open Molecules 2025 dataset. Energies are from ωB97M-V/def2-TZVPD.

Spin multiplicity: 2
Charge: -1

Atoms and positions in Å:
H: 0.935 -1.026 -0.310
H: -1.719 -1.486 2.243
H: 2.319 1.516 -0.344
C: 0.248 0.817 -0.074
H: -1.648 -0.450 -0.424
H: 0.307 0.278 -2.830
C: 1.060 -0.186 -2.187
H: 1.960 0.444 -2.243
H: 1.381 -1.170 -2.530
H: -0.986 1.459 1.502
C: -0.764 0.475 1.083
H: 1.359 2.341 0.807
N: -1.884 -0.267 0.541
C: -1.983 -1.623 1.199
H: 2.051 0.594 1.126
H: -1.269 -2.236 0.664
H: -3.031 -1.910 1.149
N: 0.393 -0.411 -0.908
C: 1.597 1.327 0.458
H: -0.114 -0.088 1.762
H: -0.211 1.603 -0.685

Atomic partial charges in e from the Mulliken method, atoms 1 to 5: atom 1 (H): 0.315, atom 2 (H): 0.286, atom 3 (H): 0.384, atom 4 (C): 0.705, atom 5 (H): 0.377

***

two:
Here is an isolated ion of composition C5H14N2 and charge -1 from the Open Molecules 2025 dataset. Energies are from ωB97M-V/def2-TZVPD.

Spin multiplicity: 2
Charge: -1

Atoms and positions in Å:
N: 0.415 -3.174 -0.070
C: 0.963 -0.768 0.199
H: -0.370 2.733 -1.350
H: -2.004 1.069 0.111
H: -0.120 -3.173 0.785
H: -1.118 -0.910 1.027
N: -0.592 3.016 0.636
H: 1.623 -2.092 -1.237
H: 0.063 -1.530 -1.495
H: -0.808 2.512 1.442
H: 0.885 1.959 -0.308
H: 1.652 -0.027 -0.177
H: 0.074 -3.933 -0.753
H: 1.477 -1.238 1.033
C: 0.701 -1.880 -0.811
C: -0.151 2.206 -0.466
H: -0.997 0.417 -1.367
H: -0.339 3.886 0.743
C: -0.942 0.846 -0.287
C: -0.370 -0.236 0.702
H: -0.041 0.315 1.642

Atomic partial charges in e from the Mulliken method, atoms 1 to 5: atom 1 (N): -0.962, atom 2 (C): -0.149, atom 3 (H): 0.633, atom 4 (H): 0.552, atom 5 (H): 0.341

***

three:
Here is an isolated ion of composition C5H14N2 and charge -1 from the Open Molecules 2025 dataset. Energies are from ωB97M-V/def2-TZVPD.

Spin multiplicity: 2
Charge: -1

Atoms and positions in Å:
H: 2.165 0.455 -0.893
H: -1.893 -0.979 0.214
C: -0.194 -1.923 -0.246
H: -0.926 -1.359 -2.078
H: -1.539 1.788 1.774
H: -0.596 -2.906 0.053
H: 1.174 -0.312 1.249
C: -0.482 0.469 0.261
N: -0.904 -0.885 0.435
H: 0.844 -2.012 0.120
N: -0.055 -1.720 -1.680
H: 0.136 -2.584 -2.185
H: -1.670 2.375 0.107
H: 1.685 2.038 -0.666
C: 1.983 1.170 -0.071
H: 2.974 1.215 0.376
H: -2.517 1.018 0.539
C: -1.533 1.473 0.723
C: 0.943 0.692 0.891
H: 0.818 1.170 1.869
H: -0.413 0.817 -0.790

Atomic partial charges in e from the Mulliken method, atoms 1 to 5: atom 1 (H): 0.358, atom 2 (H): 0.585, atom 3 (C): -2.851, atom 4 (H): 0.567, atom 5 (H): 0.390

***

Energy ordering: three at the bottom, the next structure 27.5 kJ/mol above.

***

one:
Here is a 2-piece molecular cluster, CH2F2N2O overall from the Open Molecules 2025 dataset. Energies are from ωB97M-V/def2-TZVPD.

Spin multiplicity: 1

Atoms and positions in Å:
H: 0.127 0.820 0.919
H: 0.643 1.565 2.455
N: -0.421 -0.980 0.292
F: 0.298 0.417 -1.440
F: -1.242 -0.977 -2.002
O: 0.362 -1.767 -0.559
C: -0.274 -0.770 -1.098
N: 0.507 1.694 1.433

Atomic partial charges in e from the Mulliken method, atoms 1 to 5: atom 1 (H): 0.305, atom 2 (H): 0.232, atom 3 (N): -0.429, atom 4 (F): -0.210, atom 5 (F): -0.202

***

two:
Here is one molecule with the formula CH2F2N2O from the Open Molecules 2025 dataset. Energies are from ωB97M-V/def2-TZVPD.

Spin multiplicity: 1

Atoms and positions in Å:
F: -0.860 -1.369 0.337
F: -2.015 0.004 -0.734
H: 1.908 0.788 -0.210
H: 1.451 -0.808 0.171
C: -0.982 0.021 0.078
N: 1.257 0.021 -0.272
N: 0.153 0.557 -0.452
O: -0.912 0.786 1.083

Atomic partial charges in e from the Mulliken method, atoms 1 to 5: atom 1 (F): -0.335, atom 2 (F): -0.261, atom 3 (H): 0.295, atom 4 (H): 0.229, atom 5 (C): 0.916

***

Energy ordering: two at the bottom, the next structure 315.4 kJ/mol above.